1.
{"formula": "C22H26N3", "method": "wB97M-V/def2-TZVPD", "symbols": ["C", "N", "C", "C", "H", "H", "H", "H", "H", "H", "H", "H", "H", "C", "N", "C", "C", "C", "C", "C", "N", "C", "C", "C", "C", "C", "C", "C", "C", "C", "C", "C", "C", "C", "H", "H", "H", "H", "H", "H", "H", "H", "H", "H", "H", "H", "H", "H", "H", "H", "H"], "xyz": [[-0.291, 2.923, -2.193], [-0.808, 1.612, -2.624], [-2.169, 1.788, -3.152], [0.037, 1.065, -3.703], [0.692, 2.802, -1.728], [-0.209, 3.597, -3.063], [-0.978, 3.360, -1.460], [-2.556, 0.826, -3.500], [-2.831, 2.184, -2.377], [-2.151, 2.493, -4.000], [-0.447, 0.168, -4.106], [0.157, 1.802, -4.513], [1.018, 0.790, -3.304], [-4.502, 1.297, 1.769], [-3.145, 0.824, 1.580], [-2.402, 1.008, 0.455], [-1.162, 0.341, 0.594], [-0.166, 0.267, -0.392], [1.163, -0.095, -0.106], [1.903, 0.104, 1.089], [3.078, -0.589, 1.029], [4.011, -0.756, 2.131], [3.183, -1.228, -0.213], [2.013, -0.930, -0.953], [1.748, -1.634, -2.119], [2.679, -2.600, -2.544], [3.830, -2.886, -1.795], [4.099, -2.197, -0.601], [-1.190, -0.296, 1.913], [-2.428, 0.060, 2.505], [-2.847, -0.395, 3.749], [-1.970, -1.242, 4.446], [-0.755, -1.638, 3.867], [-0.381, -1.200, 2.586], [-4.855, 0.947, 2.741], [-4.538, 2.395, 1.744], [-5.163, 0.905, 0.983], [-2.769, 1.591, -0.386], [-0.484, 0.464, -1.426], [1.614, 0.669, 1.972], [4.818, -1.412, 1.800], [4.431, 0.211, 2.433], [3.520, -1.209, 3.006], [0.822, -1.437, -2.657], [2.497, -3.146, -3.472], [4.523, -3.653, -2.135], [4.980, -2.394, 0.008], [-3.813, -0.091, 4.146], [-2.243, -1.597, 5.436], [-0.093, -2.304, 4.419], [0.530, -1.566, 2.123]], "atomic_forces_ev_per_a": [[-0.14, -0.39, -0.17], [-0.49, 0.95, -1.45], [0.37, 0.03, -0.11], [-0.22, 0.16, 0.28], [-0.08, 0.04, -0.09], [0.04, 0.00, 0.29], [0.15, -0.02, -0.11], [0.00, 0.14, 0.06], [0.05, 0.02, -0.15], [-0.24, -0.10, 0.11], [0.16, 0.14, 0.03], [0.06, -0.20, 0.07], [-0.08, 0.14, -0.11], [-0.36, 0.28, -0.03], [0.75, 0.43, -1.14], [-0.14, -0.81, 0.95], [-0.10, 0.39, 0.12], [0.30, -0.69, 1.13], [0.54, 0.01, 0.26], [0.35, -1.02, -0.58], [-1.13, 1.00, -0.03], [0.23, 0.21, 0.32], [-0.77, -0.31, 0.02], [0.30, -0.14, 0.56], [0.57, -0.48, -0.40], [-0.50, 0.44, 0.03], [0.17, 0.48, 0.49], [-0.06, -0.11, -0.56], [-0.69, 0.43, 0.24], [0.27, -0.40, -0.33], [0.45, -0.31, 0.25], [-0.33, 0.53, -0.44], [0.03, 0.15, -0.58], [0.06, -0.35, 0.86], [-0.04, 0.16, -0.28], [0.02, -0.30, 0.08], [0.24, 0.05, 0.27], [0.05, -0.17, 0.30], [0.15, -0.15, 0.40], [0.20, -0.13, -0.23], [-0.14, 0.20, 0.18], [-0.05, -0.25, -0.14], [0.08, 0.09, -0.38], [0.29, -0.25, -0.01], [0.04, 0.13, 0.32], [-0.19, 0.20, 0.06], [-0.20, -0.18, -0.30], [0.30, -0.23, 0.10], [0.06, 0.05, -0.18], [-0.21, 0.11, -0.19], [-0.12, 0.01, 0.22]], "lowdin_charge": [-0.0843, -0.3835, -0.0932, -0.0903, 0.0892, 0.0953, 0.0853, 0.0926, 0.0663, 0.0961, 0.0909, 0.0968, 0.0792, 0.0107, -0.0678, 0.0651, -0.1109, 0.0913, -0.1269, 0.0290, -0.0625, 0.0120, -0.1554, -0.1150, -0.0192, -0.0594, -0.0616, 0.0020, -0.1010, -0.1559, 0.0052, -0.0594, -0.0597, -0.0226, 0.0829, 0.1074, 0.1086, 0.1248, 0.0800, 0.1561, 0.0834, 0.1064, 0.1050, 0.1035, 0.1108, 0.1114, 0.1079, 0.1080, 0.1105, 0.1089, 0.1057], "relative_energy_kj_mol": 102.5, "charge": 1, "mol_weight_g_mol": 332.471}

---

2.
{"formula": "C22H26N4O4", "method": "wB97M-V/def2-TZVPD", "symbols": ["C", "C", "C", "C", "C", "C", "C", "C", "O", "N", "C", "C", "C", "C", "C", "O", "N", "N", "C", "C", "C", "C", "C", "C", "N", "O", "O", "C", "C", "C", "H", "H", "H", "H", "H", "H", "H", "H", "H", "H", "H", "H", "H", "H", "H", "H", "H", "H", "H", "H", "H", "H", "H", "H", "H", "H"], "xyz": [[-6.115, -2.177, -1.057], [-6.094, -0.659, -0.930], [-6.065, -0.225, 0.533], [-6.133, 1.291, 0.727], [-4.981, 2.071, 0.093], [-3.617, 1.672, 0.645], [-2.489, 2.482, 0.010], [-1.135, 2.042, 0.531], [-0.986, 1.253, 1.436], [-0.098, 2.652, -0.131], [1.252, 2.326, -0.044], [2.093, 2.639, -1.112], [3.408, 2.216, -1.118], [3.903, 1.467, -0.058], [5.219, 0.785, -0.151], [6.303, 1.282, -0.335], [5.078, -0.589, -0.010], [3.859, -1.104, 0.007], [3.572, -2.329, 0.175], [2.160, -2.679, 0.176], [1.719, -3.943, 0.570], [0.367, -4.243, 0.605], [-0.571, -3.296, 0.237], [-0.130, -2.042, -0.177], [-1.092, -1.063, -0.612], [-0.680, -0.085, -1.202], [-2.263, -1.284, -0.393], [1.216, -1.725, -0.207], [3.091, 1.244, 1.053], [1.785, 1.680, 1.072], [-6.151, -2.474, -2.103], [-6.984, -2.594, -0.552], [-5.219, -2.598, -0.610], [-5.208, -0.281, -1.441], [-6.975, -0.235, -1.419], [-5.162, -0.617, 1.001], [-6.920, -0.671, 1.049], [-7.073, 1.659, 0.305], [-6.150, 1.502, 1.800], [-5.145, 3.137, 0.277], [-4.991, 1.923, -0.989], [-3.596, 1.814, 1.727], [-3.430, 0.617, 0.446], [-2.505, 2.346, -1.074], [-2.614, 3.548, 0.221], [-0.349, 3.195, -0.946], [1.700, 3.182, -1.959], [4.044, 2.425, -1.966], [5.922, -1.169, 0.015], [4.310, -3.120, 0.335], [2.442, -4.692, 0.860], [0.042, -5.223, 0.920], [-1.628, -3.509, 0.254], [1.539, -0.744, -0.515], [3.485, 0.717, 1.908], [1.157, 1.479, 1.922]], "atomic_forces_ev_per_a": [[-0.01, 0.23, -0.11], [0.02, -0.19, 0.28], [-0.12, 0.26, -0.22], [0.11, -0.06, -0.06], [0.01, -0.09, 0.25], [-0.03, 0.20, -0.26], [-0.22, -0.37, 0.33], [-0.22, 0.38, -0.31], [0.00, -0.17, 0.21], [0.03, 0.36, -0.22], [0.41, -0.14, -0.01], [-0.23, 0.00, 0.10], [0.24, -0.19, 0.24], [-0.19, 0.51, 0.07], [-0.08, -0.03, -0.05], [0.05, 0.06, -0.04], [0.99, -0.51, 0.13], [-0.69, -0.53, -0.13], [0.84, 0.21, 0.02], [-0.84, -0.28, 0.00], [0.15, 0.28, -0.08], [-0.05, 0.05, -0.03], [-0.12, 0.20, -0.07], [0.94, -0.95, 0.44], [-0.33, 0.39, -0.34], [0.07, 0.15, -0.14], [-0.35, -0.09, 0.07], [-0.21, 0.00, -0.02], [0.07, 0.37, -0.23], [-0.04, -0.02, 0.20], [0.00, -0.12, -0.07], [-0.07, -0.09, 0.05], [0.09, -0.12, 0.05], [0.01, 0.11, -0.10], [0.02, 0.09, -0.05], [0.03, -0.10, 0.09], [0.04, -0.08, 0.05], [-0.06, 0.01, 0.07], [-0.07, 0.07, 0.03], [0.00, 0.04, -0.10], [0.00, 0.07, -0.10], [0.01, -0.07, 0.04], [0.03, 0.02, 0.09], [0.03, 0.06, -0.05], [0.02, 0.03, -0.06], [-0.06, -0.11, 0.17], [-0.05, 0.04, -0.11], [0.05, 0.01, -0.10], [-0.25, 0.24, -0.03], [0.05, 0.07, 0.01], [0.09, -0.08, 0.03], [-0.04, -0.07, 0.02], [-0.03, -0.01, 0.00], [-0.01, 0.06, -0.05], [0.00, -0.12, 0.06], [-0.01, 0.01, 0.02]], "lowdin_charge": [-0.1141, -0.2718, -0.2295, -0.2148, -0.2171, -0.2035, -0.1120, -0.4794, 0.0751, 0.1262, -0.2272, -0.0130, -0.0119, -0.1698, -0.4165, 0.0946, 0.0670, 0.0280, -0.0797, -0.1834, -0.0244, -0.0584, 0.0093, -0.1295, -0.3289, 0.0854, 0.0813, 0.0722, -0.0330, -0.0036, 0.0669, 0.0697, 0.0650, 0.0986, 0.1109, 0.1053, 0.1111, 0.1077, 0.1086, 0.1114, 0.1059, 0.1268, 0.0837, 0.1253, 0.1283, 0.1441, 0.1115, 0.1209, 0.1689, 0.1272, 0.1121, 0.1085, 0.1179, 0.1161, 0.1226, 0.1072], "relative_energy_kj_mol": 427.0, "smiles": "CCCCCCCC(=O)Nc1ccc(C(=O)N/N=C/c2cccc([N+](=O)[O-])c2)cc1", "mol_weight_g_mol": 410.474}